Density functional theory data (ωB97M-V/def2-TZVPD) for 2 unconnected molecules or ions with the total composition C5H9NO in a non-equilibrium geometry.

The geometry in ORCA input format:
```
! RIJCOSX wB97M-V def2-TZVPD def2/J DEFGRID3
* xyz 0 1
C -0.697 0.153 1.214
C -0.079 0.990 0.099
C -0.986 1.086 -1.133
C 1.303 0.529 -0.299
O 1.980 -0.266 0.314
C 1.007 -2.897 0.147
N -0.021 -3.267 -0.225
H -0.985 -0.837 0.843
H -1.596 0.651 1.593
H -0.002 0.011 2.046
H -1.944 1.538 -0.861
H -0.535 1.701 -1.921
H -1.190 0.091 -1.546
H 1.706 1.003 -1.221
H 0.093 2.016 0.467
H 1.946 -2.503 0.484
*
```

F_max ... 0.0208 hartree/bohr
Energy above the lowest of the compared OMol25 structures with the same formula, charge and spin ... 1.652 eV
HOMO energy ... -10.2 eV
SMILES string ... CC(C)C=O.C#N

***

Density functional theory data (ωB97M-V/def2-TZVPD) for 2 unconnected molecules or ions with the total composition C3H10N2OP in a non-equilibrium geometry.

The geometry in ORCA input format:
```
! RIJCOSX wB97M-V def2-TZVPD def2/J DEFGRID3
* xyz 1 1
C -0.838 -0.397 0.248
C -2.201 -0.868 0.730
C -0.827 1.058 -0.253
N 0.145 -1.179 0.197
N -1.937 1.670 -0.547
O 0.230 1.568 -0.652
P 3.503 -0.398 -0.122
H -2.714 -0.391 1.527
H -3.011 -1.001 -0.072
H -2.019 -1.966 1.011
H 1.074 -1.035 -0.081
H -1.874 2.489 -1.125
H -2.884 1.346 -0.548
H 4.482 0.505 0.189
H 1.016 0.885 -0.654
H 4.178 -1.170 -0.912
H 3.676 -1.116 1.063
*
```

F_max ... 0.0821 hartree/bohr
Energy above the lowest of the compared OMol25 structures with the same formula, charge and spin ... 3.795 eV
HOMO energy ... -13.7 eV

***

Density functional theory data (ωB97M-V/def2-TZVPD) for a gas-phase ion, C4H7N2 (charge +1) in a non-equilibrium geometry.

The geometry in ORCA input format:
```
! RIJCOSX wB97M-V def2-TZVPD def2/J DEFGRID3
* xyz 1 1
C -1.690 1.001 -0.094
C -0.317 0.558 -0.817
C 0.732 0.197 0.192
N 0.482 -0.862 0.914
C 1.353 -1.370 1.747
N -0.411 0.419 -2.058
H -1.688 1.561 0.836
H -1.673 -0.113 -0.207
H -2.162 1.574 -0.893
H 1.611 0.838 0.339
H 2.423 -1.340 1.524
H 0.961 -1.990 2.535
H 0.376 0.450 -2.690
*
```

F_max ... 0.0626 hartree/bohr
Energy above the lowest of the compared OMol25 structures with the same formula, charge and spin ... 6.217 eV
HOMO energy ... -13.7 eV
SMILES string ... [H]/N=C(/C)C=[N+]=C

***

Density functional theory data (ωB97M-V/def2-TZVPD) for a molecular structure, C50H54F15GeMnN4O8PSTe in a non-equilibrium geometry.

The geometry in ORCA input format:
```
! RIJCOSX wB97M-V def2-TZVPD def2/J DEFGRID3
* xyz -2 6
Mn 0.702 0.461 -0.676
C -5.075 3.278 -3.303
C -5.443 2.087 -2.409
C -6.505 1.268 -3.143
C -6.060 2.617 -1.105
C -4.197 1.259 -2.076
C -3.069 1.903 -1.529
C -1.930 1.191 -1.221
N -0.724 1.719 -0.709
C -0.592 2.597 0.402
C -1.134 3.856 0.541
C -0.868 4.629 1.683
C -0.040 4.088 2.653
C 0.533 2.808 2.551
C 0.235 2.042 1.427
O 0.658 0.792 1.236
C 1.517 2.264 3.594
C 2.857 1.959 2.898
C 0.954 0.977 4.218
C 1.791 3.266 4.716
C -1.481 6.029 1.796
C -1.086 6.866 0.568
C -1.006 6.770 3.044
C -3.011 5.912 1.854
C -1.890 -0.242 -1.383
O -0.821 -0.856 -0.934
C -3.013 -0.892 -1.910
C -4.137 -0.115 -2.252
C -3.008 -2.416 -2.071
C -4.262 -2.939 -2.765
C -2.931 -3.049 -0.673
C -1.789 -2.850 -2.902
H -5.953 3.913 -3.476
H -4.711 2.927 -4.276
H -4.292 3.895 -2.857
H -7.345 1.918 -3.417
H -6.895 0.460 -2.517
H -6.100 0.829 -4.061
H -6.959 3.217 -1.308
H -5.345 3.242 -0.562
H -6.336 1.784 -0.453
H -3.077 2.972 -1.346
H -1.725 4.259 -0.277
H 0.198 4.684 3.525
H 2.719 1.215 2.111
H 3.589 1.579 3.627
H 3.257 2.869 2.437
H 0.656 0.281 3.433
H 0.078 1.204 4.837
H 1.712 0.495 4.853
H 2.213 4.197 4.324
H 2.517 2.832 5.413
H 0.882 3.504 5.279
H 0.002 6.879 0.453
H -1.443 7.900 0.672
H -1.510 6.453 -0.351
H 0.082 6.892 3.041
H -1.292 6.240 3.957
H -1.461 7.766 3.073
H -3.397 5.406 0.964
H -3.478 6.905 1.917
H -3.313 5.328 2.727
H -5.001 -0.621 -2.668
H -5.166 -2.732 -2.183
H -4.179 -4.025 -2.881
H -4.386 -2.502 -3.763
H -3.799 -2.752 -0.077
H -2.031 -2.704 -0.164
H -2.910 -4.146 -0.741
H -1.850 -2.427 -3.911
H -1.753 -3.945 -2.981
H -0.869 -2.493 -2.442
F 7.660 -0.389 -0.094
C 7.018 -0.749 1.033
C 5.643 -0.842 1.063
C 5.097 -1.204 2.276
F 3.783 -1.314 2.441
C 5.872 -1.461 3.401
F 5.305 -1.808 4.560
C 7.235 -1.357 3.321
F 7.993 -1.608 4.393
C 7.822 -1.001 2.131
F 9.157 -0.903 2.051
Ge 4.594 -0.395 -0.594
S 2.585 -1.093 -0.636
C 5.594 -1.677 -1.807
C 6.505 -1.381 -2.797
F 6.865 -0.119 -3.075
C 7.142 -2.353 -3.556
F 8.017 -2.013 -4.513
C 6.880 -3.678 -3.321
F 7.477 -4.623 -4.053
C 6.025 -4.025 -2.307
F 5.805 -5.320 -2.044
C 5.415 -3.027 -1.560
F 4.662 -3.451 -0.539
C 5.272 1.399 -1.032
C 5.801 2.295 -0.124
F 5.953 1.982 1.173
C 6.240 3.553 -0.498
F 6.784 4.382 0.402
C 6.137 3.946 -1.807
F 6.594 5.142 -2.183
C 5.576 3.099 -2.736
F 5.485 3.480 -4.011
C 5.135 1.859 -2.327
F 4.579 1.075 -3.251
O 2.582 4.191 -0.415
N 2.251 3.229 -1.099
O 1.895 3.396 -2.304
O 2.218 2.081 -0.591
N 1.332 -2.724 2.244
N 0.190 -2.283 1.433
H 1.568 -1.898 2.780
H 2.084 -2.782 1.568
H -0.587 -2.162 2.067
H -0.016 -3.034 0.790
C -3.179 0.349 -5.445
C -2.164 1.375 -5.005
O -1.223 0.705 -4.152
P 0.192 1.341 -3.788
O 0.803 0.467 -2.756
Te -0.163 3.708 -3.448
O 0.986 1.283 -5.181
C 1.209 -0.037 -5.760
C 2.516 -0.661 -5.336
H -3.959 0.830 -6.040
H -3.632 -0.113 -4.565
H -2.704 -0.431 -6.047
H -2.654 2.172 -4.437
H -1.652 1.822 -5.862
H 1.185 0.124 -6.835
H 0.375 -0.687 -5.492
H 3.356 -0.024 -5.614
H 2.624 -1.632 -5.832
H 2.535 -0.815 -4.255
*
```

F_max ... 0.0232 hartree/bohr
Energy above the lowest of the compared OMol25 structures with the same formula, charge and spin ... 0.742 eV
HOMO energy (spin up / spin down) ... -1.7 / -2.0 eV

***

Density functional theory data (ωB97M-V/def2-TZVPD) for 2 unconnected molecules or ions with the total composition C2H7O in a non-equilibrium geometry.

The geometry in ORCA input format:
```
! RIJCOSX wB97M-V def2-TZVPD def2/J DEFGRID3
* xyz -1 1
O 2.059 0.050 -1.048
H 2.692 0.773 -1.381
C -0.359 -0.369 1.038
C -0.778 0.122 -0.439
H 0.649 -0.771 1.011
H -1.215 -0.993 1.343
H -0.308 0.517 1.718
H -1.386 -0.686 -0.935
H -1.471 1.054 -0.323
H 0.116 0.305 -0.984
*
```

F_max ... 0.0568 hartree/bohr
Energy above the lowest of the compared OMol25 structures with the same formula, charge and spin ... 0.387 eV
HOMO energy ... -2.3 eV

***

Density functional theory data (ωB97M-V/def2-TZVPD) for 3 unconnected molecules or ions with the total composition C3H8NO2S in a non-equilibrium geometry.

The geometry in ORCA input format:
```
! RIJCOSX wB97M-V def2-TZVPD def2/J DEFGRID3
* xyz -1 1
C -0.646 -0.057 0.230
C 0.726 -0.562 0.438
S -0.965 -3.323 1.249
C 0.618 0.894 0.939
N 1.040 1.715 -0.103
O 0.562 1.300 2.089
H -1.425 -0.243 0.959
H -0.900 0.077 -0.823
H 0.864 -1.374 1.130
H 1.215 -0.724 -0.507
H -2.213 -3.309 0.766
H -0.338 0.498 -3.145
H 0.972 2.708 0.114
H 0.605 1.525 -1.036
O -0.113 0.876 -2.298
*
```

F_max ... 0.1088 hartree/bohr
Energy above the lowest of the compared OMol25 structures with the same formula, charge and spin ... 6.344 eV
HOMO energy ... -3.6 eV

***

Density functional theory data (ωB97M-V/def2-TZVPD) for 3 unconnected molecules or ions with the total composition C5H14O2 in a non-equilibrium geometry.

The geometry in ORCA input format:
```
! RIJCOSX wB97M-V def2-TZVPD def2/J DEFGRID3
* xyz 0 1
C 1.962 1.132 0.368
C 0.685 0.179 0.760
C 0.768 -1.261 0.075
C 1.936 -1.839 -0.359
C -0.607 -1.851 -0.248
H 2.175 1.084 -0.790
H 2.870 0.576 0.689
H 1.896 2.120 0.788
H -0.201 0.704 0.327
H 0.756 -0.055 1.812
H 1.764 -2.784 -0.701
H 2.954 -1.376 -0.360
H -0.709 -2.659 -0.902
H -1.235 -0.994 -0.725
H -1.199 -2.035 0.708
H -2.279 1.547 0.440
H -2.912 1.389 1.900
O -2.083 1.546 1.386
H -1.397 1.619 -1.876
H -2.923 1.515 -1.959
O -2.221 1.443 -1.332
*
```

F_max ... 0.0787 hartree/bohr
Energy above the lowest of the compared OMol25 structures with the same formula, charge and spin ... 1.682 eV
HOMO energy ... -8.9 eV
SMILES string ... C=C(C)CC.O.O